No. 1
ORCA calculation (the ωB97M-V functional and the def2-TZVPD basis) on a molecular structure, C22H43Cl2NiSi in a non-equilibrium geometry.

```
! RIJCOSX wB97M-V def2-TZVPD def2/J DEFGRID3
* xyz -1 3
Ni -1.06290 -0.26705 0.13264
C -0.10477 2.14787 0.16420
C -0.31761 1.89140 -1.20636
C 0.58797 0.84386 -1.56751
C 1.35712 0.55869 -0.42223
C 0.94768 1.36195 0.64052
C 1.64325 1.43829 2.00002
C 0.91566 2.42511 2.92959
C 1.64511 0.04762 2.65563
C 3.09647 1.91194 1.79968
C 0.78696 0.03467 -2.86688
C 1.17731 0.95195 -4.03921
C 1.94062 -0.98264 -2.68986
C -0.47894 -0.77952 -3.19782
C -1.16267 2.88012 -2.04057
C -2.14100 3.65185 -1.11988
C -2.02330 2.18816 -3.11077
C -0.21298 3.91167 -2.68372
H -0.67610 2.83014 0.77161
H 2.16659 -0.14814 -0.35530
H -0.11109 2.10118 3.10520
H 0.89281 3.42241 2.49228
H 1.41926 2.48997 3.89525
H 0.62675 -0.28750 2.84637
H 2.17908 0.06185 3.60555
H 2.12643 -0.68929 2.01258
H 3.12459 2.87692 1.29246
H 3.66467 1.20393 1.19714
H 3.60493 2.02103 2.75728
H 2.03761 1.56673 -3.77292
H 0.37089 1.61436 -4.33196
H 1.44450 0.36890 -4.92180
H 2.88271 -0.47605 -2.48347
H 2.08150 -1.58348 -3.58746
H 1.73463 -1.67047 -1.86941
H -1.35963 -0.15323 -3.28917
H -0.68573 -1.51282 -2.41805
H -0.36167 -1.31845 -4.13994
H -2.78321 2.96185 -0.56935
H -2.78222 4.31454 -1.70288
H -1.60628 4.27493 -0.40175
H -2.64014 1.40784 -2.66416
H -1.42680 1.75396 -3.90674
H -2.69428 2.90464 -3.58552
H 0.33070 4.46095 -1.91457
H -0.76482 4.63632 -3.28542
H 0.52467 3.43505 -3.32582
Cl -3.77888 -3.37789 2.62303
C -3.63599 -3.14397 0.86632
Cl -2.47156 -1.84201 0.53473
H -4.62613 -2.86981 0.44792
H -3.28291 -4.08446 0.39551
C -0.76317 -4.73012 1.64984
Si -0.06503 -3.13408 2.33832
C 1.80909 -3.26027 2.40356
C -0.72088 -2.85318 4.07007
C -0.52645 -1.72603 1.25453
H -0.47370 -5.57891 2.27664
H -0.39028 -4.91248 0.63772
H -1.85624 -4.69240 1.61050
H 2.11726 -4.09237 3.04363
H 2.24501 -2.34039 2.80476
H 2.22051 -3.42722 1.40360
H -0.43097 -3.67645 4.72996
H -1.81301 -2.78710 4.06738
H -0.32289 -1.92464 4.49062
H -0.32382 -1.80706 0.16695
H -0.29697 -0.69661 1.59840
H -2.52730 -0.12659 -0.24151
*
```

HOMO level (alpha / beta): -2.4 / -3.3 eV
<S²>: 2.011
E_tot: -97471.44088 eV
HOMO-LUMO gap (alpha / beta): 5.208 / 6.149 eV
strongest force on any atom: 0.1279 hartree/bohr

---

No. 2
ORCA calculation (the ωB97M-V functional and the def2-TZVPD basis) on 4 unconnected molecules or ions with the total composition C22H43FN3O8P in a non-equilibrium geometry.

```
! RIJCOSX wB97M-V def2-TZVPD def2/J DEFGRID3
* xyz -2 1
N 0.88596 -1.40874 -0.70250
C 1.41846 -0.34447 -1.28640
N 1.86345 -0.40553 -2.70019
N 1.51665 0.86788 -0.48202
C 2.26140 1.96612 -1.16724
C 1.18512 2.83152 -2.03403
C -0.23417 3.00835 -1.28049
C -1.41653 2.12143 -1.91440
P -3.02291 2.42150 -0.87586
C -2.61886 0.87165 0.23084
O -2.73572 -0.29664 -0.31295
O -2.17809 1.00060 1.55120
O -4.35684 2.98866 0.14163
C -5.50204 2.88364 -0.73037
C -5.39993 1.35398 -1.28619
C -6.55926 0.92372 -2.31826
C -7.68807 -0.00497 -1.61527
O -7.75490 -0.16338 -0.39057
F -8.66376 -0.64185 -2.45412
O -4.03255 1.30330 -1.80246
H 0.84904 -2.20779 -1.35259
H 1.80714 -1.38060 -3.03022
H 1.18105 0.10798 -3.28359
H 1.85376 0.68215 0.46841
H 2.61574 2.69020 -0.33670
H 3.15722 1.62586 -1.77878
H 1.09506 2.43144 -3.09918
H 1.66289 3.88406 -2.12122
H -0.53523 4.11741 -1.42787
H -0.11942 2.87398 -0.14482
H -1.15650 1.01463 -2.04208
H -1.61219 2.52427 -2.98612
H -2.24290 3.32914 -0.04186
H -3.22246 3.53266 -1.78254
H -5.51822 3.63682 -1.59238
H -6.41913 3.11325 -0.06750
H -5.36562 0.75382 -0.30445
H -7.12259 1.84475 -2.69930
H -6.13654 0.30943 -3.18058
C 6.89272 -0.38317 -0.13868
C 6.67126 0.71164 0.88074
C 5.82507 1.70105 0.10267
O 5.05568 0.93995 -0.83530
C 5.56798 -0.39871 -0.87498
H 7.14690 -1.34929 0.30148
H 7.69842 -0.09587 -0.82374
H 6.10090 0.31842 1.72858
H 7.59508 1.14958 1.26444
H 6.44999 2.40011 -0.46474
H 5.15503 2.27643 0.74599
H 4.84398 -1.04850 -0.37451
H 5.66829 -0.72369 -1.91329
C -4.48624 -0.54608 4.28211
C -5.99450 -0.42820 4.29921
C -6.20803 0.77898 5.19390
O -5.07204 1.63110 5.01889
C -4.05705 0.90550 4.29716
H -4.09708 -1.09460 3.42296
H -4.14289 -1.04846 5.19471
H -6.36073 -0.21467 3.28991
H -6.50190 -1.32424 4.66442
H -6.25064 0.48830 6.25115
H -7.12059 1.32859 4.94658
H -4.00812 1.31390 3.28305
H -3.08779 1.05205 4.77814
C 5.67954 -5.73207 -0.75757
C 4.17381 -5.59360 -0.71430
C 3.99329 -4.40048 0.20285
O 5.14343 -3.56106 0.02239
C 6.12964 -4.28454 -0.72358
H 6.04659 -6.27185 -1.63273
H 6.03057 -6.25410 0.13912
H 3.79431 -5.35734 -1.71384
H 3.65974 -6.48747 -0.35677
H 3.96380 -4.70749 1.25370
H 3.08656 -3.83335 -0.01951
H 6.16722 -3.85727 -1.73202
H 7.10932 -4.15972 -0.25555
*
```

HOMO level: 0.4 eV
E_tot: -56361.86270 eV
HOMO-LUMO gap: 3.181 eV
strongest force on any atom: 0.0972 hartree/bohr